ORCA calculation (the ωB97M-V functional and the def2-TZVPD basis) on the molecule C3H5N3O.

```
12
C3H5N3O the ωB97M-V functional and the def2-TZVPD basis
N 1.378 -0.091 2.141
N 1.147 -0.682 0.919
C 0.266 -0.228 0.174
C -0.417 -0.669 -1.098
C -1.285 0.488 -1.426
N -1.275 1.408 -0.505
O -0.270 1.086 0.451
H 2.363 -0.146 2.297
H 1.068 0.920 2.079
H -1.200 -1.461 -0.862
H 0.247 -1.034 -1.960
H -2.024 0.409 -2.212
```

Calculated values
LUMO in eV: 0.8
Structure (SMILES): N/N=C1/CC=NO1
Charge: 0
Energy above the lowest of the compared OMol25 structures with the same formula, charge and spin in eV: 3.9067
Frontier orbital gap in eV: 9.6
Electronic energy in eV: -9706.6771

---

ORCA calculation (the ωB97M-V functional and the def2-TZVPD basis) on a structure of composition C11H16O2S.

```
30
C11H16O2S the ωB97M-V functional and the def2-TZVPD basis
C 1.097 1.089 1.386
C -0.104 0.719 1.916
C 1.640 0.275 0.257
C 1.289 -1.045 0.065
C -2.462 -0.767 -1.534
C 2.895 0.820 -0.362
C 0.179 -1.595 0.899
C -0.688 -0.536 1.496
C 1.875 -1.928 -1.012
C 2.714 1.223 -1.715
C -3.092 1.300 0.131
O 3.920 0.873 0.260
O -0.734 1.165 -1.138
S -1.613 0.268 -0.457
H 1.617 2.006 1.651
H -0.754 1.173 2.786
H -1.783 -1.357 -2.196
H -3.213 -1.252 -0.980
H -0.376 -2.410 0.349
H 0.586 -2.176 1.772
H -1.596 -0.823 2.114
H 2.960 -2.184 -0.936
H 1.754 -1.429 -1.969
H 1.225 -2.877 -1.074
H 2.224 0.296 -2.087
H 3.606 1.403 -2.256
H 1.966 2.009 -1.854
H -3.211 1.209 1.276
H -2.863 2.403 -0.135
H -4.101 0.981 -0.276
```

Calculated values
LUMO (alpha / beta) in eV: -0.3 / -0.3
Charge: 0
Energy above the lowest of the compared OMol25 structures with the same formula, charge and spin in eV: 3.4624
Frontier orbital gap (alpha / beta) in eV: 6.8 / 6.8
Electronic energy in eV: -26590.8752

---

ORCA calculation (the ωB97M-V functional and the def2-TZVPD basis) on the molecule C2H2F3N3.

```
10
C2H2F3N3 the ωB97M-V functional and the def2-TZVPD basis
C 0.638 0.720 0.349
C 0.608 -0.683 -0.085
N -0.616 1.177 0.131
N -0.765 -0.841 -0.439
N -1.554 0.321 -0.286
F -0.885 2.520 0.023
F -1.419 -1.973 -0.037
F 1.102 -1.619 0.789
H 1.588 1.257 0.543
H 1.303 -0.878 -0.987
```

Calculated values
LUMO (alpha / beta) in eV: 0.8 / -1.6
Charge: 0
Frontier orbital gap (alpha / beta) in eV: 7.9 / 9.1
<S²>: 2.011
Electronic energy in eV: -14719.7486
Spin multiplicity: 3

---

ORCA calculation (the ωB97M-V functional and the def2-TZVPD basis) on the molecule C5H10O.

```
16
C5H10O the ωB97M-V functional and the def2-TZVPD basis
C -1.948 1.262 0.263
C -1.037 0.648 1.008
C -0.494 -0.737 0.758
C -0.095 -0.938 -0.728
C 1.122 -0.056 -1.077
O 2.126 0.008 -0.040
H -2.469 2.139 0.634
H -2.463 0.813 -0.581
H -0.654 1.234 1.839
H -1.229 -1.496 1.047
H 0.374 -0.939 1.372
H 0.032 -1.981 -1.020
H -0.899 -0.575 -1.376
H 0.786 0.974 -1.146
H 1.587 -0.439 -1.979
H 2.406 -0.895 0.063
```

Calculated values
LUMO in eV: 1.0
Structure (SMILES): C=CCCCO
Charge: 0
Energy above the lowest of the compared OMol25 structures with the same formula, charge and spin in eV: 1.3274
Frontier orbital gap in eV: 10.6
Electronic energy in eV: -7393.4379

---

ORCA calculation (the ωB97M-V functional and the def2-TZVPD basis) on the molecule C4H12N2.

```
18
C4H12N2 the ωB97M-V functional and the def2-TZVPD basis
N 0.615 0.834 -2.055
C 1.252 -0.341 -1.585
C 0.526 -1.101 -0.418
C 0.275 -0.242 0.834
C -1.117 0.465 0.865
N -1.520 0.823 2.269
H 0.808 1.634 -1.461
H -0.396 0.811 -2.094
H 1.276 -1.181 -2.310
H 2.327 -0.202 -1.406
H -0.418 -1.483 -0.823
H 1.149 -1.939 -0.098
H 0.879 0.657 0.651
H 0.679 -0.643 1.758
H -0.998 1.406 0.323
H -1.949 -0.022 0.344
H -2.416 0.346 2.372
H -0.973 0.178 2.835
```

Calculated values
LUMO in eV: 1.1
Structure (SMILES): NCCCCN
Charge: 0
Energy above the lowest of the compared OMol25 structures with the same formula, charge and spin in eV: 1.2334
Frontier orbital gap in eV: 10.2
Electronic energy in eV: -7321.7954

---

ORCA calculation (the ωB97M-V functional and the def2-TZVPD basis) on a cluster of 4 separate species, C4H17NO4 in total.

```
26
C4H17NO4 the ωB97M-V functional and the def2-TZVPD basis
C -45.163 -9.617 34.558
O -46.008 -9.072 33.576
C -47.151 -9.858 33.345
C -48.187 -9.063 32.573
C -48.550 -7.789 33.281
N -49.417 -9.847 32.338
H -44.678 -10.537 34.199
H -45.701 -9.857 35.480
H -44.381 -8.896 34.782
H -46.866 -10.753 32.762
H -47.573 -10.217 34.296
H -47.778 -8.815 31.590
H -48.939 -7.992 34.292
H -49.330 -7.244 32.746
H -47.704 -7.119 33.425
H -49.188 -10.790 32.044
H -49.947 -9.915 33.200
O -44.585 -10.278 39.861
H -43.784 -10.103 40.363
H -45.306 -10.202 40.492
O -44.195 -11.338 37.185
H -44.907 -11.985 37.193
H -44.355 -10.791 37.964
O -42.154 -12.562 35.020
H -42.704 -12.172 35.711
H -42.199 -13.509 35.175
```

Calculated values
LUMO in eV: 0.3
Structure (SMILES): COC[C@H](C)N.O.O.O
Charge: 0
Energy above the lowest of the compared OMol25 structures with the same formula, charge and spin in eV: 0.3178
Frontier orbital gap in eV: 9.5
Electronic energy in eV: -14103.4727